Record 1
This record from OMol25 describes C4H9NO in the gas phase. The level of theory is ωB97M-V/def2-TZVPD.

XYZ file:
```
15
Properties=species:S:1:pos:R:3:forces:R:3
C 1.1179 1.1849 -0.1651 -0.03 0.10 0.14
C -0.3846 1.0061 -0.0566 -0.04 0.53 0.09
N -0.8767 0.4430 -1.2963 -0.07 -0.16 -0.19
C -0.9709 -0.3560 -0.0462 0.11 0.31 0.82
C -0.0089 -1.2550 0.7371 -0.13 -0.08 0.23
O 0.9465 -2.0365 0.0787 -0.09 -0.35 -0.45
H 1.6399 1.3325 0.7854 -0.18 0.05 -0.03
H 1.5922 0.3441 -0.6887 -0.30 0.15 0.20
H 1.2561 2.0713 -0.7902 0.19 -0.01 0.13
H -0.9240 1.7068 0.5689 -0.15 0.61 -0.63
H -1.8118 0.8177 -1.4591 0.09 -0.47 -0.20
H -2.0121 -0.5021 0.2462 0.32 0.26 0.31
H -0.6550 -1.8187 1.4260 0.14 -0.38 -0.23
H 0.5617 -0.5765 1.3836 0.00 -0.40 -0.09
H 0.5297 -2.3616 -0.7238 0.12 -0.18 -0.11
```
Positions in Å, forces in eV/Å.

Properties
Energy above the lowest of the compared OMol25 structures with the same formula, charge and spin, eV: 3.1290
SMILES string: C[C@H]1N[C@H]1CO
2S+1: 1
Orbital gap, hartree: 0.3699
HOMO energy, eV: -9.138

Record 2
This record from OMol25 describes a molecular structure, C3H7IN2Si in a non-equilibrium geometry. The level of theory is ωB97M-V/def2-TZVPD.

XYZ file:
```
14
Properties=species:S:1:pos:R:3:forces:R:3
C -0.5706 -1.4002 1.3081 -0.01 -0.02 -0.33
C -0.7555 -1.5318 -0.1772 0.25 0.38 -0.15
C 1.7051 1.9848 0.4932 -0.32 -0.44 -0.31
N 0.1586 -0.4576 1.7436 0.68 0.72 0.81
N -0.0762 -0.4442 -0.8525 0.76 0.93 -0.19
Si 0.6978 0.4224 0.3253 -1.14 -0.99 -0.05
I -2.4432 0.5341 -3.2000 -0.66 0.23 -0.52
H -1.0479 -2.0908 1.9886 -0.15 -0.28 0.21
H -0.3467 -2.4950 -0.5015 -0.09 -0.12 0.00
H -1.8208 -1.5322 -0.4272 -0.10 -0.06 0.01
H 1.8141 2.2572 1.5385 -0.07 -0.14 0.14
H 2.6891 1.8571 0.0584 0.19 -0.03 -0.10
H 1.2083 2.7987 -0.0268 -0.07 0.08 -0.11
H -1.2120 0.0975 -2.2704 0.74 -0.25 0.59
```
Positions in Å, forces in eV/Å.

Properties
Energy above the lowest of the compared OMol25 structures with the same formula, charge and spin, eV: 2.3860
2S+1: 1
Orbital gap, hartree: 0.3375
HOMO energy, eV: -9.136

Record 3
This record from OMol25 describes a molecular structure, C22H51BInN4O2Si2 in a non-equilibrium geometry. The level of theory is ωB97M-V/def2-TZVPD.

XYZ file:
```
83
Properties=species:S:1:pos:R:3:forces:R:3
O -0.5847 -1.2080 -1.9792 -0.01 -0.47 -0.56
O 0.6605 0.7477 -3.3168 0.00 -0.01 0.35
C 0.1658 -2.4804 -2.4325 -0.65 0.89 0.21
C -0.6048 -3.6269 -1.8488 -0.23 -0.25 0.22
H 1.1786 -2.3661 -2.0420 -0.23 0.09 0.00
H 0.1576 -2.4337 -3.5245 0.21 -0.13 0.29
H -0.7288 -3.5147 -0.7597 0.09 0.04 -0.41
H -0.0758 -4.5691 -2.0224 -0.06 0.16 -0.09
H -1.5991 -3.6980 -2.3109 0.27 -0.11 0.15
C -1.9287 -0.9384 -2.6920 0.69 -0.10 0.42
C -1.8561 -1.1584 -4.1760 0.08 -0.02 -0.45
H -2.1555 0.0983 -2.4224 0.10 -0.28 0.07
H -2.6076 -1.6313 -2.1852 0.14 0.31 -0.08
H -1.1116 -0.5207 -4.6706 -0.12 -0.20 0.30
H -2.8256 -0.8941 -4.6120 0.03 -0.06 0.19
H -1.6720 -2.2076 -4.4333 -0.11 0.22 0.03
C 0.1943 2.1055 -3.1918 0.27 -0.21 0.07
C 1.9438 0.5503 -3.9346 -0.12 0.11 0.19
C -0.7871 2.4630 -4.2775 -0.12 0.28 -0.21
H 1.0530 2.7940 -3.1884 -0.17 -0.19 0.04
H -0.2956 2.1656 -2.2105 0.15 0.06 -0.09
H -0.3244 2.4371 -5.2671 -0.10 -0.05 0.12
H -1.1372 3.4823 -4.1023 -0.07 -0.02 -0.06
H -1.6608 1.8041 -4.2754 0.13 0.05 0.01
C 1.9067 0.7145 -5.4360 0.19 0.03 -0.20
H 2.2329 -0.4717 -3.6688 -0.01 0.12 0.01
H 2.6789 1.2377 -3.4872 -0.17 -0.17 -0.02
H 1.0986 0.1358 -5.8966 0.10 0.09 0.13
H 2.8542 0.3475 -5.8395 -0.07 0.08 -0.06
H 1.8094 1.7641 -5.7255 -0.03 -0.14 -0.01
H 0.0282 -0.4151 -2.0066 -0.23 -0.18 -0.64
In -0.0607 -0.1051 1.6082 0.19 -0.38 0.17
C 1.4861 0.0086 -0.0198 -0.38 0.07 0.77
Si 3.2786 0.4191 0.4188 0.65 0.20 0.22
H 1.4646 -1.0097 -0.4269 -0.06 0.07 0.05
H 1.1267 0.7141 -0.7828 0.13 -0.12 0.10
C 4.4640 -0.6741 -0.5649 -0.22 -0.04 -0.22
C 3.8167 0.2140 2.2088 -0.16 -0.10 0.00
C 3.5987 2.2226 -0.0025 -0.07 0.00 -0.10
C -2.0112 -1.0959 1.2213 0.57 0.05 -0.09
Si -3.5102 0.0090 1.0544 -0.19 -0.52 0.40
H -2.1627 -1.8285 2.0367 0.05 0.40 -0.23
H -1.8472 -1.6900 0.3072 -0.06 0.19 0.15
C -4.7816 -0.8176 -0.0594 -0.13 -0.04 0.02
C -3.1202 1.7070 0.3582 0.05 0.30 -0.24
C -4.2882 0.2023 2.7449 -0.01 0.02 -0.01
H 3.0253 2.5289 -0.8863 0.15 0.09 0.08
H 4.6668 2.3873 -0.2042 -0.27 0.01 0.06
H 3.3089 2.8612 0.8432 0.04 -0.07 -0.25
H 4.2430 -1.7416 -0.4248 0.06 0.17 -0.02
H 5.4937 -0.5019 -0.2234 -0.24 -0.01 -0.10
H 4.4214 -0.4560 -1.6403 0.05 -0.09 0.12
H 3.3141 -0.6207 2.7136 0.16 0.14 -0.01
H 3.6242 1.1247 2.7923 0.01 -0.31 -0.13
H 4.9022 0.0210 2.2343 -0.35 0.07 -0.03
H -3.5740 1.8275 -0.6347 0.09 0.08 0.16
H -2.0454 1.9124 0.2609 -0.14 -0.01 -0.03
H -3.5491 2.4758 1.0161 0.09 -0.09 -0.24
H -5.2047 0.8041 2.6746 0.18 -0.11 0.09
H -3.6062 0.6833 3.4575 -0.13 -0.08 -0.08
H -4.5555 -0.7880 3.1365 0.02 0.21 0.00
H -5.7788 -0.3998 0.1370 0.18 -0.09 -0.14
H -4.8267 -1.8937 0.1526 -0.03 0.17 -0.03
H -4.5677 -0.6897 -1.1268 -0.06 -0.01 0.09
B 1.4625 0.3906 4.9696 0.50 0.14 0.56
N 0.4100 1.4410 4.4655 -0.79 0.01 -0.61
C -0.0907 2.4675 5.1829 -0.18 -0.40 -0.93
C -1.0104 3.1547 4.3916 0.22 -0.32 -0.37
C -1.0256 2.4891 3.1611 0.62 -0.21 1.06
N -0.1675 1.4416 3.2091 -0.06 0.77 0.46
N 1.0861 -1.0647 4.5222 -0.48 -0.66 -0.78
C 1.2376 -2.1898 5.2536 -0.42 0.39 -0.96
C 0.8102 -3.2723 4.4863 0.11 0.04 -0.18
C 0.4225 -2.7445 3.2535 0.38 0.79 0.95
N 0.5866 -1.3985 3.2781 0.51 -0.73 0.84
H 1.4685 0.4113 6.1866 -0.32 -0.05 -0.28
H 2.5840 0.6833 4.6369 -0.26 -0.04 -0.35
H 0.2282 2.6486 6.2014 -0.02 -0.16 -0.22
H -1.5945 4.0092 4.6585 -0.08 0.23 0.11
H -1.6105 2.7241 2.2802 0.18 -0.19 0.14
H 1.6374 -2.1469 6.2572 -0.14 0.05 -0.15
H 0.7812 -4.3052 4.7779 0.05 -0.08 0.06
H 0.0324 -3.2630 2.3841 0.04 0.24 0.15
```
Positions in Å, forces in eV/Å.

Properties
Total charge: +1
Energy above the lowest of the compared OMol25 structures with the same formula, charge and spin, eV: 0.0000
2S+1: 1
Orbital gap, hartree: 0.3241
HOMO energy, eV: -10.962

Record 4
This record from OMol25 describes 2 unconnected molecules or ions with the total composition C27H28N3 in a non-equilibrium geometry. The level of theory is ωB97M-V/def2-TZVPD.

XYZ file:
```
58
Properties=species:S:1:pos:R:3:forces:R:3
C -0.6122 0.0837 3.0560 1.63 -0.47 -0.13
N 0.4128 0.8757 2.9814 3.15 2.19 -0.22
N 1.3281 1.6130 2.9131 -3.46 -2.78 0.21
C -1.9314 0.5802 3.0843 -1.90 1.16 0.01
C -3.0351 -0.2862 3.0994 0.89 0.07 -0.06
C -4.3138 0.2079 3.1107 -0.32 0.16 -0.03
C -4.5322 1.5727 3.1154 -0.27 0.14 -0.03
C -3.4609 2.4471 3.1085 -0.27 0.13 -0.04
C -2.1780 1.9615 3.0898 0.34 -0.56 -0.03
H -0.4322 -0.9759 3.0865 0.41 -0.13 0.02
H -2.8674 -1.3466 3.0947 0.06 -0.39 0.02
H -5.1522 -0.4678 3.1103 -0.14 -0.15 0.04
H -5.5376 1.9565 3.1191 -0.19 0.07 0.03
H -3.6327 3.5106 3.1137 -0.03 0.17 0.01
H -1.3387 2.6324 3.0817 0.17 0.32 0.03
C 2.5588 2.5066 -2.7128 -0.08 -0.27 -0.02
C 2.7785 2.3163 -1.2017 0.59 0.17 0.14
C 4.2057 2.7718 -0.8572 -0.05 -0.20 0.04
C 1.7958 3.1729 -0.3795 -0.06 -0.24 0.14
C 2.6485 0.8426 -0.8397 1.49 0.68 0.32
N 3.6796 0.1129 -0.3229 -1.06 0.98 -0.54
C 3.2695 -1.1929 -0.0734 -1.02 -1.15 0.08
C 1.9183 -1.2937 -0.4489 0.52 -0.72 0.14
C 1.2309 -2.4878 -0.2264 0.08 0.51 -0.05
C 1.9099 -3.5561 0.3059 0.25 -0.13 0.15
C 3.2653 -3.4610 0.6350 -0.31 -0.18 -0.14
C 3.9547 -2.2849 0.4622 0.23 0.89 -0.20
C 1.5186 -0.0053 -0.9800 -2.25 -0.19 -0.58
C 0.2315 0.3545 -1.4366 1.74 -0.34 0.85
C -0.9085 -0.5098 -1.6455 -0.60 -0.56 -0.19
C -0.8371 -1.7068 -2.3898 0.25 0.48 0.30
C -1.9310 -2.5273 -2.5236 -0.10 0.06 -0.04
C -3.1447 -2.2131 -1.9165 -0.02 0.05 0.19
C -4.2993 -3.1592 -1.9906 -0.37 -0.01 -0.04
C -3.2429 -1.0135 -1.2151 -0.11 -0.29 -0.10
C -2.1681 -0.1659 -1.1059 0.83 0.28 -0.16
H 1.5472 2.2398 -3.0107 -0.06 -0.01 -0.04
H 2.7288 3.5423 -3.0057 0.03 0.03 0.17
H 3.2490 1.8816 -3.2805 0.01 0.00 -0.04
H 4.3981 2.6398 0.2078 0.04 0.13 0.10
H 4.9391 2.1861 -1.4119 0.11 0.08 -0.12
H 4.3622 3.8227 -1.0989 -0.12 -0.06 -0.02
H 1.9627 3.0285 0.6881 -0.01 -0.01 0.01
H 1.9284 4.2318 -0.6005 0.14 -0.05 -0.13
H 0.7574 2.9282 -0.5854 -0.06 0.03 0.00
H 4.6154 0.4394 -0.0787 -0.59 0.20 -0.31
H 0.1842 -2.5512 -0.4598 -0.09 -0.19 0.01
H 1.3854 -4.4826 0.4637 -0.04 -0.19 0.07
H 3.7766 -4.3283 1.0158 0.10 -0.10 0.12
H 4.9969 -2.2008 0.7219 0.19 -0.04 0.10
H 0.0462 1.4040 -1.5751 -0.06 0.32 -0.02
H 0.0917 -1.9703 -2.8634 0.25 -0.10 -0.11
H -1.8568 -3.4357 -3.0986 0.08 -0.14 -0.13
H -5.2009 -2.7322 -1.5463 0.12 0.00 -0.02
H -4.5360 -3.4172 -3.0247 0.08 -0.04 0.03
H -4.0783 -4.0857 -1.4555 0.05 0.02 -0.07
H -4.1811 -0.7565 -0.7516 -0.12 0.11 0.10
H -2.2669 0.7511 -0.5514 -0.06 0.26 0.15
```
Positions in Å, forces in eV/Å.

Properties
Total charge: +1
Energy above the lowest of the compared OMol25 structures with the same formula, charge and spin, eV: 2.5310
2S+1: 1
Orbital gap, hartree: 0.1924
HOMO energy, eV: -10.043

Look up the HOMO energy of the first one. -9.138 eV